Here is a 21-piece molecular cluster, H43O21 overall from the Open Molecules 2025 dataset. Energies are from ωB97M-V with the def2-TZVPD basis set.

Output
* strongest force on any atom: 2.9 eV/A
* net charge: +1
* E_HOMO: -13.047 eV
* Kohn-Sham gap: 10.3 eV
* energy relative to the best compared isomer or geometry (same formula, charge and spin): 105.6 kcal per mole

Geometry (Å):
O -0.9056 -2.6530 3.4261
H -1.7809 2.4641 -0.0802
H -4.2032 -1.5692 -3.0918
O -0.8868 -4.1229 -0.5472
H -1.4257 -4.8628 -0.2122
H -4.5016 -0.8635 -0.4704
O 0.3209 2.8583 -1.5716
H 1.1500 2.6043 -1.1698
H 2.0551 -0.6934 2.6909
O 2.8862 1.8967 -1.3362
H 0.3729 -1.1801 2.4880
H 0.2823 0.3902 1.3906
O -1.4439 2.7060 -3.9118
H -3.4946 0.8561 -2.4706
H -0.8552 3.3642 -4.2884
O 1.5105 -1.4998 2.7243
H -0.5295 0.5823 2.6430
H 1.1276 0.6801 4.3688
O 4.2229 -0.4046 0.1956
H -1.0348 2.3831 -3.0982
H 1.8839 -1.9416 1.8080
O -3.9387 -1.4062 0.0763
H -0.1578 -3.2121 3.6552
H -0.9143 3.8923 3.1357
O -2.0910 0.7396 4.1006
H 2.2785 1.7796 1.0088
H -2.9045 1.0381 3.6580
O -2.9118 1.5381 -2.1411
H -3.0080 3.4248 -0.1515
H -2.9089 2.0034 -3.0152
O 0.5728 -1.9543 0.3222
H 0.8255 -1.9953 -0.5974
H -0.0771 -2.6577 0.4864
O 2.7988 -2.7071 0.9479
H 2.7505 -2.6823 -0.0111
H 3.5186 -2.0689 1.1371
O 2.2175 0.8940 1.3946
H -1.8144 0.2141 3.3407
H 3.0023 0.4881 0.9911
O 0.7905 1.5527 4.1539
H 0.5869 1.9573 4.9932
H -4.2476 -1.8858 0.8369
O -3.2926 -1.4801 -2.8429
H -1.5088 -1.3838 -0.8564
H -0.1076 -4.6900 -0.6245
O 1.4045 -2.5308 -2.8654
H 2.9954 0.9970 -1.6500
O 2.1032 0.8203 -3.9293
H 1.5148 0.6880 -4.6903
H 2.8400 1.1230 -4.4880
O -1.1453 -0.9657 -1.6433
H -1.7319 -0.2601 -1.8904
H -0.7680 -2.4733 2.4956
O -0.2756 -0.1206 2.0014
H 4.3369 -0.3509 -0.7570
H 5.0171 0.0935 0.4116
O 0.0081 4.1651 3.0527
H 0.0389 4.5241 2.1583
H 2.7913 2.4966 -2.0705
O -2.1585 3.2768 0.2651
H -0.2083 3.6070 -1.2908
H -2.7150 -2.0083 -2.2957
H 0.5171 -2.1388 -2.9316
H 1.2257 -3.3358 -3.3676

Atom charges from the Mulliken analysis, given in e for atoms 1 to 4: number 1, O, carries -0.644; number 2, H, carries 0.266; number 3, H, carries 0.256; number 4, O, carries -0.528